{"formula": "C28H68N2O11PRb2", "method": "ωB97M-V/def2-TZVPD", "symbols": ["Rb", "Rb", "P", "O", "O", "O", "O", "C", "C", "C", "C", "C", "C", "N", "O", "C", "C", "C", "H", "H", "H", "H", "H", "H", "H", "H", "H", "H", "H", "H", "H", "H", "H", "H", "H", "H", "H", "C", "C", "C", "C", "C", "C", "N", "O", "C", "C", "C", "H", "H", "H", "H", "H", "H", "H", "H", "H", "H", "H", "H", "H", "H", "H", "H", "H", "H", "H", "C", "C", "O", "H", "H", "H", "H", "H", "H", "C", "C", "O", "H", "H", "H", "H", "H", "H", "C", "C", "O", "H", "H", "H", "H", "H", "H", "C", "C", "O", "H", "H", "H", "H", "H", "H", "C", "C", "O", "H", "H", "H", "H", "H", "H"], "coordinates": [[14.673020, -21.818790, -14.386660], [18.652240, -19.371730, -13.852440], [17.461930, -21.790370, -12.154370], [17.738450, -22.419080, -13.608030], [16.341270, -20.743270, -12.337540], [18.793670, -21.091130, -11.688280], [17.069060, -22.924010, -11.167470], [23.731980, -15.447730, -12.177100], [22.689320, -15.132080, -11.051320], [23.078680, -13.822960, -10.304210], [22.550960, -12.696110, -11.197440], [21.053810, -12.845090, -11.382790], [20.591400, -14.139360, -12.151380], [21.251340, -15.280040, -11.481340], [21.045270, -16.555990, -12.166370], [19.112750, -14.277450, -12.145610], [21.122660, -13.976970, -13.558870], [22.865440, -16.254570, -10.071360], [23.917550, -14.571330, -12.798050], [23.491690, -16.310860, -12.797880], [24.680410, -15.741880, -11.727580], [22.605330, -13.744020, -9.325540], [24.152530, -13.754440, -10.130260], [23.204290, -12.817340, -12.061480], [22.816850, -11.759900, -10.706600], [20.779450, -12.045160, -12.070500], [20.595130, -12.729530, -10.400770], [18.967000, -15.021320, -12.928880], [18.664750, -14.732790, -11.262390], [18.488520, -13.401670, -12.322930], [20.792650, -14.805720, -14.185260], [20.654890, -13.140710, -14.078440], [22.209060, -13.888580, -13.555070], [22.724440, -17.275950, -10.424910], [22.164450, -16.187850, -9.239330], [23.839540, -16.221580, -9.583370], [20.874140, -17.047040, -11.359410], [22.951920, -19.323690, -18.414520], [22.327290, -18.651060, -16.989690], [22.876070, -17.121030, -16.963150], [22.342130, -16.134730, -18.047900], [20.817300, -16.147830, -17.955610], [20.106440, -17.536230, -17.850600], [20.820280, -18.578830, -16.979060], [20.161870, -19.834320, -16.916640], [18.823400, -17.196940, -17.145120], [19.818460, -18.082450, -19.305560], [22.770740, -19.341400, -15.734360], [22.632230, -18.810380, -19.321390], [22.462740, -20.297350, -18.442670], [24.016200, -19.517600, -18.547930], [22.572200, -16.689100, -16.009630], [23.958320, -17.169170, -17.083660], [22.551440, -16.562250, -19.028470], [22.715140, -15.110770, -18.026590], [20.349610, -15.615210, -18.783670], [20.396200, -15.436380, -17.245250], [18.866320, -16.648810, -16.203940], [18.253610, -16.541770, -17.804050], [18.322950, -18.140620, -16.928060], [20.606100, -18.301440, -20.026500], [19.313100, -19.045330, -19.380240], [19.129780, -17.418250, -19.827740], [23.797680, -19.696920, -15.650120], [22.237140, -20.283640, -15.609640], [22.716180, -18.634790, -14.906210], [20.244390, -20.137810, -17.823660], [16.610290, -21.233160, -18.222930], [17.013870, -22.190070, -17.094130], [17.314790, -21.526390, -15.926520], [15.597530, -20.840680, -18.131340], [16.815500, -21.708690, -19.182020], [17.258520, -20.365490, -18.100220], [17.876780, -22.803450, -17.353420], [16.284770, -22.983990, -16.932280], [17.615920, -22.091150, -15.211000], [15.291490, -18.226830, -15.651830], [14.748360, -18.203040, -14.231150], [15.852120, -18.418250, -13.464510], [15.349380, -19.212030, -16.114570], [16.299320, -17.820110, -15.735240], [14.664110, -17.563360, -16.247070], [14.054470, -18.904080, -13.767300], [14.362560, -17.252350, -13.863110], [15.852530, -19.261210, -13.005140], [22.340740, -20.715400, -9.880990], [21.983000, -20.098000, -11.284900], [20.723380, -19.496730, -11.209820], [21.565410, -21.312320, -9.400710], [22.577070, -19.948780, -9.143060], [23.166620, -21.364590, -10.171780], [21.726160, -20.889760, -11.988640], [22.559190, -19.262780, -11.683030], [20.100810, -20.221600, -11.302400], [19.704700, -18.388680, -7.676310], [18.723220, -19.059550, -8.635680], [18.983610, -20.346090, -8.999280], [20.664170, -18.396920, -8.193450], [19.873100, -18.847620, -6.702090], [19.468020, -17.396850, -7.291130], [18.759720, -18.510560, -9.576620], [17.695090, -18.968510, -8.285320], [18.697050, -20.588090, -9.882980], [19.662030, -25.265470, -14.810610], [18.189410, -25.607270, -14.439130], [17.416250, -24.565180, -14.833710], [20.232320, -26.187200, -14.695300], [19.842020, -24.420030, -14.146590], [19.873920, -24.922880, -15.823440], [18.301410, -25.792310, -13.370810], [17.831030, -26.612320, -14.661720], [17.627380, -23.776790, -14.328270]], "atomic_forces_ev_per_a": [[1.066, -0.162, 0.584], [0.063, -0.269, 0.097], [0.678, -3.369, 1.742], [-0.014, 0.912, 0.312], [-0.793, 0.934, -0.780], [-0.783, 0.197, -0.427], [0.171, 1.601, -1.499], [0.034, 0.494, 0.139], [0.785, -1.958, -0.385], [-1.614, -0.020, -0.942], [1.378, -0.610, 1.178], [0.343, -0.185, -1.027], [2.272, 0.988, 1.126], [-0.067, 1.077, 0.567], [0.400, 1.808, 0.579], [-1.216, -1.318, -0.234], [-0.499, -0.185, -0.965], [0.053, -0.983, 1.763], [0.128, -0.162, -0.208], [-0.587, 0.207, -0.014], [0.094, 0.290, 0.262], [-0.195, -0.367, 0.102], [0.053, -0.258, -0.280], [-0.612, 0.628, -0.591], [-0.233, 0.341, -0.258], [-0.583, 0.280, 0.356], [-0.322, -0.073, -0.109], [-0.781, 0.048, -0.173], [0.539, -0.021, 0.353], [0.542, 0.301, -0.411], [0.402, -0.475, 0.123], [0.173, 0.487, 0.209], [-0.304, 0.017, -0.315], [0.173, 0.106, -0.516], [-0.292, 0.313, 0.015], [0.274, 0.030, -0.209], [-0.445, -1.134, -0.234], [-1.740, -0.106, 1.573], [0.806, 1.854, -3.135], [-0.717, -0.258, -0.511], [-1.217, -1.861, -0.041], [-0.175, 0.408, -0.227], [1.245, -0.624, -0.172], [1.271, 1.946, 0.334], [0.549, 1.104, -0.515], [-1.171, -0.698, -0.149], [-0.601, -0.242, -0.087], [0.591, -0.699, 0.377], [-0.156, 0.327, 0.270], [0.087, -0.302, -0.201], [0.122, 0.309, 0.792], [0.350, -0.116, 0.310], [0.071, -0.138, 0.484], [0.441, 0.142, -0.189], [0.277, -0.195, 0.347], [0.237, -0.497, -0.959], [0.590, -0.488, 1.231], [0.800, -0.123, 0.049], [-0.463, -0.283, -0.103], [-0.574, 0.118, -0.228], [0.826, 0.729, 0.512], [-0.451, -0.183, 0.833], [0.015, 0.269, 0.116], [0.415, 0.355, -0.857], [-0.545, 0.345, 0.422], [-0.726, -0.312, 0.247], [-0.265, -0.756, -0.308], [0.768, -0.085, 0.895], [0.269, -1.065, -0.572], [-1.006, 2.307, -1.046], [-0.168, -0.302, -0.152], [-0.355, 0.161, -0.094], [0.182, 0.124, -0.268], [0.373, 0.129, -0.647], [-0.712, -0.039, 0.047], [0.387, -0.664, 1.813], [-1.657, 0.433, -0.886], [0.725, 0.187, 0.946], [2.577, 1.047, 1.293], [-0.172, -0.121, 0.085], [-0.089, 0.100, 0.634], [-0.108, -0.203, -0.601], [-1.059, -0.562, -1.429], [-0.366, 0.564, -0.926], [0.482, -1.525, 1.020], [0.648, 0.447, -1.607], [-2.089, -0.361, 1.373], [-0.181, 2.258, 0.223], [-0.368, 0.033, -0.714], [0.480, 0.073, -0.165], [0.517, -0.115, 0.897], [1.511, -0.485, -0.395], [1.218, -0.688, 0.120], [-1.632, -0.628, -0.040], [0.724, -0.660, 0.331], [-1.031, 1.453, -0.832], [1.311, -1.644, 2.113], [0.225, 0.314, 0.159], [-0.140, -1.011, -0.134], [-0.418, 0.426, -0.978], [-0.076, 0.845, -0.020], [-0.315, 0.133, 0.401], [-0.326, -0.117, -1.082], [-0.818, -0.824, -0.144], [2.403, -0.538, 0.438], [-2.270, -1.349, -1.688], [0.657, 0.307, 0.625], [0.831, -0.291, 0.140], [-0.586, -0.016, -0.280], [-0.489, 0.841, 0.764], [-0.275, 0.081, -1.418], [0.241, 1.491, 1.655]], "lowdin_charge": [0.937, 0.849, -0.027, -0.492, -0.549, -0.514, -0.433, -0.029, -0.474, -0.130, -0.202, -0.115, -0.529, -0.061, -0.016, -0.032, -0.033, -0.066, 0.056, 0.077, 0.079, 0.116, 0.120, 0.092, 0.108, 0.112, 0.124, 0.078, 0.094, 0.089, 0.077, 0.088, 0.063, 0.073, 0.090, 0.089, 0.070, -0.002, -0.398, -0.107, -0.164, -0.156, -0.431, -0.097, -0.028, -0.057, -0.022, -0.040, 0.038, 0.057, 0.065, 0.104, 0.110, 0.093, 0.109, 0.112, 0.103, 0.089, 0.096, 0.066, 0.068, 0.065, 0.079, 0.086, 0.089, 0.082, 0.077, -0.059, -0.369, -0.177, 0.063, 0.073, 0.056, 0.114, 0.096, -0.014, -0.052, -0.348, -0.184, 0.051, 0.061, 0.071, 0.101, 0.110, -0.023, -0.056, -0.289, -0.175, 0.074, 0.055, 0.055, 0.113, 0.096, -0.033, -0.081, -0.361, -0.064, 0.050, 0.060, 0.060, 0.103, 0.102, 0.033, -0.078, -0.361, -0.094, 0.057, 0.075, 0.055, 0.107, 0.095, -0.030], "homo_lumo_gap_ev": 4.8618, "max_force_ev_per_a": 3.85, "e_homo_ev": -3.48, "charge": -1}